{"formula": "C53H83CaNOP2Sb2Si2", "method": "the ωB97M-V functional and the def2-TZVPD basis", "elements": ["Ca", "C", "N", "C", "P", "C", "C", "C", "C", "C", "C", "C", "C", "C", "C", "C", "C", "C", "C", "C", "C", "C", "C", "P", "C", "C", "C", "C", "C", "C", "C", "C", "C", "C", "C", "C", "H", "H", "H", "H", "H", "H", "H", "H", "H", "H", "H", "H", "H", "H", "H", "H", "H", "H", "H", "H", "H", "H", "H", "H", "H", "H", "H", "H", "H", "C", "Sb", "C", "C", "H", "H", "H", "H", "H", "H", "H", "H", "H", "C", "Si", "C", "C", "C", "C", "C", "C", "C", "C", "H", "H", "H", "H", "H", "H", "H", "H", "H", "H", "H", "H", "H", "H", "H", "H", "H", "H", "H", "H", "H", "C", "C", "Sb", "C", "C", "C", "C", "H", "H", "H", "H", "H", "H", "H", "H", "H", "H", "H", "H", "H", "H", "H", "C", "Si", "C", "C", "O", "H", "H", "H", "H", "H", "H", "H", "H", "H"], "coordinates": [[-0.28796, -0.59503, -1.20947], [3.01018, -0.61520, 2.07289], [2.64863, 0.27189, 3.16823], [1.39325, 0.04040, 3.90704], [-0.10744, -0.60548, 2.99441], [-0.37831, -2.13923, 3.97256], [-1.68849, -2.59143, 4.13880], [-1.96475, -3.69033, 4.93645], [-0.93345, -4.36585, 5.57535], [0.37659, -3.96149, 5.37093], [0.65205, -2.86350, 4.56641], [-1.38446, 0.44406, 3.79649], [-1.58372, 0.47422, 5.17869], [-2.50957, 1.34021, 5.73498], [-3.25312, 2.18790, 4.91919], [-3.07308, 2.15691, 3.54667], [-2.14387, 1.28329, 2.99242], [3.68767, 0.62404, 4.08171], [4.76982, -0.20975, 4.35175], [5.75770, 0.18655, 5.24461], [5.67532, 1.40921, 5.89003], [4.59060, 2.23873, 5.63583], [3.60898, 1.85253, 4.73969], [2.39869, 0.00829, 0.41019], [3.39310, 1.52774, 0.14524], [3.79997, 1.84445, -1.15387], [4.50130, 3.00973, -1.41599], [4.80408, 3.88897, -0.38409], [4.38615, 3.59740, 0.90436], [3.67565, 2.43197, 1.16804], [3.34282, -1.22392, -0.58389], [2.66549, -2.36263, -1.01741], [3.32653, -3.34845, -1.74082], [4.67371, -3.21113, -2.02921], [5.36537, -2.09286, -1.57711], [4.70833, -1.11133, -0.85385], [2.65710, -1.64761, 2.19419], [4.09179, -0.64315, 1.96036], [1.10187, 0.99185, 4.34619], [1.56986, -0.65062, 4.73945], [-2.50302, -2.05928, 3.66051], [-2.98915, -4.01647, 5.06365], [-1.14890, -5.21263, 6.21358], [1.19118, -4.50102, 5.83657], [1.68575, -2.57454, 4.41888], [-1.01639, -0.18990, 5.82064], [-2.65548, 1.35570, 6.80751], [-3.97315, 2.86687, 5.35743], [-3.65516, 2.80757, 2.90538], [-2.00582, 1.24205, 1.91818], [4.84379, -1.17799, 3.87406], [6.59115, -0.47554, 5.44180], [6.44635, 1.71449, 6.58458], [4.51407, 3.19919, 6.12939], [2.77336, 2.51141, 4.53435], [3.58465, 1.16605, -1.96891], [4.81154, 3.23017, -2.42969], [5.36052, 4.79515, -0.58604], [4.61010, 4.27879, 1.71589], [3.34684, 2.22073, 2.17412], [1.61566, -2.51689, -0.77778], [2.77865, -4.21886, -2.07933], [5.18926, -3.97393, -2.59842], [6.42137, -1.98534, -1.79005], [5.26122, -0.24446, -0.51276], [0.82546, 4.29035, 1.63205], [0.01071, 3.35016, -0.11749], [-1.69945, 4.65003, -0.21385], [1.16355, 4.52607, -1.48240], [0.64473, 5.36357, 1.56757], [1.89733, 4.10510, 1.66813], [0.36774, 3.89867, 2.53567], [-1.35029, 5.68241, -0.22909], [-2.34728, 4.50368, 0.64952], [-2.27491, 4.45206, -1.11763], [1.18105, 5.55607, -1.12621], [0.71279, 4.48685, -2.47252], [2.17893, 4.13896, -1.54218], [-1.59926, 1.07578, -4.70445], [-0.24428, -0.08223, -3.98957], [-0.59879, -1.78839, -4.85367], [-0.55239, -1.76475, -6.38272], [0.37096, -2.86037, -4.34598], [-2.01353, -2.19905, -4.42222], [1.38714, 0.77217, -4.64106], [1.51361, 2.07373, -3.84394], [1.37434, 1.14508, -6.12693], [2.62263, -0.09105, -4.37369], [-1.57349, 1.14552, -5.79601], [-1.49454, 2.08949, -4.30696], [-2.59645, 0.73074, -4.42518], [0.46783, -1.64390, -6.75036], [-1.15905, -0.95755, -6.80040], [-0.93390, -2.70936, -6.79189], [1.40613, -2.63592, -4.60864], [0.12387, -3.83843, -4.77934], [0.31703, -2.96743, -3.25795], [-2.77013, -1.49696, -4.78053], [-2.10245, -2.26846, -3.33139], [-2.26304, -3.18683, -4.82945], [0.68380, 2.75260, -4.05593], [2.44287, 2.60030, -4.10209], [1.52265, 1.89830, -2.76351], [0.51524, 1.76887, -6.38155], [1.34855, 0.26487, -6.76864], [2.27838, 1.71279, -6.38506], [2.65575, -0.46968, -3.34633], [3.54192, 0.48564, -4.54908], [2.65743, -0.95678, -5.03750], [-6.86992, 0.03019, 0.46796], [-5.60176, -0.81419, 0.43026], [-3.71689, 0.24089, 0.39686], [-3.61469, 0.61292, -1.73955], [-4.92787, 0.67567, -2.51244], [-4.36806, 2.20181, 1.04431], [-5.09297, 3.09936, 0.04706], [-7.75204, -0.60753, 0.56318], [-6.99005, 0.61667, -0.44189], [-6.87578, 0.72044, 1.31289], [-5.58753, -1.46498, -0.44510], [-5.55123, -1.47114, 1.29990], [-2.99962, -0.19412, -2.15204], [-3.03626, 1.53375, -1.86320], [-5.46952, -0.26928, -2.45153], [-4.74255, 0.87690, -3.57034], [-5.58310, 1.46127, -2.14038], [-3.45260, 2.68919, 1.38327], [-4.97258, 2.03845, 1.93979], [-4.51675, 3.23045, -0.86979], [-5.25505, 4.09448, 0.47013], [-6.06830, 2.70041, -0.22574], [-0.88530, -4.97854, 1.01157], [-1.40624, -3.92354, -0.43899], [-3.23686, -3.52966, -0.24100], [-1.22091, -5.02377, -1.94996], [-0.55395, -2.55183, -0.55007], [-1.21301, -6.01205, 0.87380], [-1.31002, -4.61205, 1.94588], [0.20266, -4.98503, 1.12333], [-3.86312, -4.42527, -0.26029], [-3.57984, -2.86581, -1.04228], [-3.40314, -3.02088, 0.71302], [-1.66598, -6.00212, -1.74987], [-0.16497, -5.18416, -2.18707], [-1.69611, -4.61226, -2.84213]], "forces_ev_per_a": [[0.1, 0.3, 1.2], [-0.3, 0.4, 0.0], [0.0, -0.1, 0.2], [0.1, 0.0, 0.1], [0.1, -0.1, -0.1], [0.0, 0.0, 0.0], [0.0, 0.0, 0.0], [0.0, 0.0, 0.0], [0.0, 0.0, -0.1], [0.0, -0.1, -0.1], [0.0, -0.1, 0.0], [0.1, 0.1, 0.1], [0.0, 0.0, 0.0], [0.0, 0.0, 0.0], [0.1, -0.1, 0.1], [0.1, 0.3, 0.7], [0.3, 0.3, 0.1], [0.1, 0.0, -0.1], [0.0, 0.0, 0.0], [0.0, 0.0, 0.0], [0.0, 0.0, 0.0], [0.0, 0.0, 0.0], [0.0, 0.0, 0.0], [0.3, -0.4, -0.2], [-0.1, 0.1, 0.0], [0.0, 0.0, 0.0], [0.0, 0.0, 0.0], [0.0, 0.0, 0.0], [0.0, 0.0, 0.0], [0.1, -0.1, 0.0], [0.0, 0.0, 0.1], [0.0, 0.0, 0.0], [0.0, 0.0, 0.0], [0.0, 0.0, 0.0], [0.0, 0.0, 0.0], [0.0, 0.0, 0.0], [0.0, 0.0, -0.1], [0.0, 0.0, 0.1], [-0.1, 0.0, 0.0], [0.0, 0.2, 0.0], [0.0, 0.0, 0.0], [0.0, 0.0, 0.0], [0.0, 0.0, 0.0], [0.0, 0.0, 0.0], [0.0, 0.0, 0.0], [0.0, 0.0, 0.0], [0.0, 0.0, 0.0], [0.0, 0.0, 0.0], [0.4, -0.1, 1.0], [0.3, 0.2, 0.4], [0.0, 0.0, 0.0], [0.0, 0.0, 0.0], [0.0, 0.0, 0.0], [0.0, 0.0, 0.0], [0.0, 0.0, 0.0], [0.0, 0.0, 0.0], [0.0, 0.0, 0.0], [0.0, 0.0, 0.0], [0.0, 0.0, 0.0], [0.0, 0.0, 0.0], [0.0, 0.0, 0.0], [0.0, 0.0, 0.0], [0.0, 0.0, 0.0], [0.0, 0.0, 0.0], [0.0, 0.0, 0.0], [0.0, 0.0, 0.0], [-0.1, -0.1, 0.0], [0.0, 0.0, 0.0], [0.0, 0.0, 0.0], [0.0, 0.0, 0.0], [-0.1, 0.1, 0.0], [-0.1, -0.1, 0.1], [0.0, 0.0, 0.0], [0.0, 0.0, 0.0], [0.0, 0.0, 0.0], [0.0, 0.0, 0.0], [0.0, 0.0, 0.0], [0.0, 0.0, 0.0], [0.0, 0.0, 0.0], [0.0, 0.2, -0.7], [0.0, 0.0, 0.0], [0.0, 0.0, 0.0], [0.0, 0.0, 0.0], [0.0, 0.0, -0.1], [0.0, -0.1, -0.1], [0.0, 0.0, 0.0], [0.0, 0.0, 0.0], [0.0, 0.0, 0.0], [0.0, 0.0, 0.0], [0.0, 0.0, 0.0], [0.0, 0.0, 0.0], [0.0, 0.0, 0.0], [0.0, 0.0, 0.0], [0.0, 0.0, 0.0], [0.0, 0.0, 0.0], [0.0, 0.0, 0.0], [0.0, 0.0, 0.0], [0.0, 0.0, 0.0], [0.0, 0.0, 0.0], [0.0, 0.0, 0.0], [0.0, 0.0, 0.0], [0.0, 0.0, 0.0], [0.0, 0.0, 0.0], [0.0, 0.0, 0.0], [0.0, 0.0, 0.0], [0.0, 0.0, 0.0], [0.0, 0.0, 0.0], [0.0, 0.0, 0.0], [0.0, 0.0, 0.0], [0.0, 0.0, 0.0], [0.0, 0.0, 0.1], [-0.3, -0.4, -0.7], [-0.1, 0.0, 0.1], [0.1, 0.0, -0.1], [-0.3, 0.0, -0.7], [0.0, -0.1, 0.0], [0.0, 0.0, 0.0], [0.0, 0.0, 0.0], [0.0, 0.0, 0.0], [0.0, 0.0, 0.0], [0.0, 0.0, 0.0], [0.0, 0.0, 0.0], [0.0, 0.0, 0.0], [0.0, 0.0, 0.0], [0.0, 0.0, 0.0], [0.0, 0.0, 0.0], [-0.2, -0.1, -0.7], [-0.1, 0.0, -0.3], [0.0, 0.0, 0.0], [0.0, 0.0, 0.0], [0.0, 0.0, 0.0], [0.1, 0.0, 0.2], [0.0, 0.1, -0.2], [0.0, 0.0, 0.0], [0.0, 0.0, -0.1], [-0.2, -0.3, -0.1], [0.0, 0.0, 0.0], [0.0, 0.0, 0.1], [0.0, 0.0, 0.0], [0.0, 0.0, 0.0], [0.0, 0.0, 0.0], [0.0, 0.0, 0.0], [0.0, 0.0, 0.0], [0.0, 0.0, 0.0], [0.0, 0.0, 0.0]], "lowdin_charge": [0.93, -0.33, -0.20, -0.30, 1.10, -0.38, -0.12, -0.08, -0.09, -0.08, -0.10, -0.39, -0.09, -0.07, -0.07, -0.11, -0.19, -0.27, -0.02, -0.08, -0.10, -0.08, -0.04, 1.03, -0.38, -0.13, -0.09, -0.08, -0.08, -0.11, -0.39, -0.11, -0.07, -0.08, -0.07, -0.10, 0.09, 0.08, 0.08, 0.08, 0.11, 0.11, 0.10, 0.10, 0.09, 0.11, 0.10, 0.11, 0.06, -0.04, 0.11, 0.10, 0.10, 0.10, 0.11, 0.08, 0.11, 0.11, 0.11, 0.07, 0.05, 0.11, 0.10, 0.10, 0.11, -0.32, 1.23, -0.34, -0.32, 0.01, -0.03, -0.01, 0.01, -0.01, 0.00, 0.01, 0.00, -0.02, -0.23, 0.62, -0.67, -0.10, -0.12, -0.13, -0.67, -0.16, -0.10, -0.11, 0.02, 0.01, -0.02, 0.06, 0.07, 0.08, 0.06, 0.09, 0.04, 0.07, 0.05, 0.08, 0.06, 0.09, 0.02, 0.07, 0.06, 0.08, 0.05, 0.08, 0.07, -0.19, -0.44, 1.45, -0.46, -0.17, -0.45, -0.17, 0.07, 0.05, 0.06, 0.03, 0.04, -0.01, 0.04, 0.06, 0.06, 0.05, -0.01, 0.05, 0.05, 0.07, 0.05, -0.16, 0.21, -0.18, -0.17, -0.65, 0.03, 0.01, 0.03, 0.03, 0.01, 0.00, 0.03, 0.02, 0.01], "relative_energy_kcal_mol": 26.9, "e_lumo_ev": 0.46, "homo_ha": -0.2398}